Record 1
Below is 2 unconnected molecules or ions with the total composition C30H35N2O, with properties calculated with ωB97M-V/def2-TZVPD.

The HOMO-LUMO gap comes out at 5.24 eV. The calculation puts the largest force on an atom at 1.9 eV Å⁻¹. Its net charge is +1. The multiplicity is 1. The calculation puts the LUMO energy at -5.5 eV. Its energy relative to the best compared isomer or geometry (same formula, charge and spin) is 0.00 kcal per mole. For the energy, the calculation gives -36699.3578 eV.

Cartesian coordinates (Å):
H 4.98455 -4.47714 1.32426
H 0.92836 1.70705 0.76786
H -5.72374 -0.18181 -0.63605
H -1.88598 0.12854 -3.52348
C -3.96729 2.57073 -2.74714
C 3.70433 -2.74180 1.46494
H -0.08249 4.94472 -0.85623
H 8.04648 -3.08725 0.49285
C -0.83582 1.04697 -1.94568
C -2.64326 -3.20959 1.29780
C 0.52621 2.83923 -1.00510
H -5.23225 -3.72234 3.20496
H -2.33246 0.25265 3.02668
H -5.70976 3.78112 -2.37502
H -4.93257 -4.43748 1.60930
C 3.63219 -1.31695 1.56111
H -4.44120 -1.06153 3.20319
C 2.39847 -0.57291 1.61217
H 3.30205 2.41625 -1.39328
H 4.85145 0.47842 1.66715
C 4.87234 -0.61491 1.59988
H 0.33188 4.44033 -2.51424
C 0.58663 4.31385 -1.45475
C 2.67918 2.25076 -2.27582
H 0.36094 3.36395 1.06871
C 7.47042 -3.37739 1.37962
C 0.58891 0.99116 -2.50840
H -2.72375 -4.19585 0.84475
C -1.48084 -2.45951 1.12353
H -0.09727 0.60477 1.93964
C -3.96495 0.35978 -1.75497
H -6.84263 2.02007 -1.01601
N 1.31292 1.98456 -1.89660
C -1.35148 -1.15386 1.68008
C -3.72913 -2.70853 2.02864
H 2.78117 -3.32399 1.43863
H 7.02715 -0.71831 1.54506
C 6.09204 -1.27740 1.52520
H -1.01299 0.09383 -1.39856
H 7.32956 -4.46113 1.35905
H -3.45561 3.32169 -3.35349
H -1.67979 1.85048 -3.81232
H -1.59774 2.66859 -0.76910
C -3.32033 1.35339 -2.50052
H 2.76786 3.13053 -2.92358
C -3.60219 -1.44381 2.62541
C -5.22659 2.81737 -2.19893
N -0.75788 2.16836 -1.07129
C 4.93957 -3.38994 1.39886
C -5.23194 0.60005 -1.21888
H 1.60819 4.70066 -1.31949
H -3.45439 -0.59422 -1.59012
C -1.92416 1.11150 -3.03489
H -5.85919 -2.93362 1.76158
C 6.14601 -2.67639 1.43029
H 8.08482 -3.12408 2.25207
H -0.63457 -2.90639 0.60020
H 2.48040 0.48179 1.87876
C -5.00346 -3.49401 2.15764
O 0.99307 0.21711 -3.35768
H 1.05756 -2.18274 1.34589
C -0.10527 -0.43048 1.58080
C -2.44341 -0.68269 2.47096
C -5.85855 1.82948 -1.44272
C 1.11399 -1.10649 1.45201
H 3.06876 1.39310 -2.81662
H 2.05912 3.08189 0.55246
C 1.01839 2.74981 0.43899

=====

Record 2
Below is a molecular structure, C30H35N3PS4SbSe4Tc, with properties calculated with ωB97M-V/def2-TZVPD.

The HOMO-LUMO gap (spin up / spin down) comes out at 4.45 / 4.44 eV. The calculation puts the largest force on an atom at 0.7 eV Å⁻¹. Its net charge is +3. The multiplicity is 1. The calculation puts the LUMO energy (spin up / spin down) at -10.2 / -10.2 eV. Its energy relative to the best compared isomer or geometry (same formula, charge and spin) is 47.32 kcal per mole. For the energy, the calculation gives -358875.8687 eV.

Cartesian coordinates (Å):
H 2.20454 3.60520 -1.07770
H -1.99658 -3.08726 0.10166
C -3.58355 -2.52361 2.93946
S -1.42837 1.72885 0.12407
H 3.70983 2.77229 2.39991
H 5.21555 -0.15572 -3.62478
H -1.51249 -0.00673 2.85287
N -1.93823 -1.45636 1.41143
H 2.15698 -1.22643 2.25871
H 0.11885 5.05287 3.15995
C 4.78414 1.31951 -2.12350
C -3.35521 -1.52881 1.77261
H 0.75820 2.70135 2.86495
C 2.82394 0.81769 2.20783
C 2.80276 -0.48095 2.71489
S -3.41469 2.25757 0.57083
C 3.96510 1.68670 -1.06526
C 4.46468 0.10599 4.34458
H 3.60992 -1.85180 4.15826
H -3.93276 -1.83167 0.89984
C 0.92124 3.40454 2.05469
P 1.79392 1.17167 0.74537
H -3.69190 -0.53547 2.06564
C 0.77677 5.64786 1.20434
C -1.31244 -1.98259 3.75183
H -4.42029 -3.96441 -5.21315
C 3.52414 -0.70718 -2.42725
C -3.55432 -2.22948 -3.33537
H 5.15555 2.13557 4.28492
S -4.11641 3.51210 -0.87015
H -3.99378 -2.05149 3.82931
Se -2.31401 2.67040 -3.17275
H 4.16583 2.60697 -0.53040
H -2.35629 -4.60962 1.86941
H -3.59010 -0.57691 -1.97032
H 0.06005 -1.15594 -3.84177
H -3.26385 -5.01913 -4.40969
Tc -1.13347 0.98284 -1.88410
S -4.40893 2.27967 -2.48174
H -2.83420 -4.27517 -5.94567
C -2.78878 -2.95193 -4.25484
Se 0.21514 4.64341 -3.60446
H 0.51475 6.68807 1.34399
C -1.16339 -0.99832 2.56554
C -3.36077 -4.10960 -5.00801
Sb 0.28138 3.10438 -5.39322
H -1.75923 -1.52691 4.63323
C -1.46279 -2.55082 -4.42450
C 1.51538 2.96710 0.86362
C 2.90857 0.86592 -0.67169
N -1.72014 -0.78081 -2.85095
C 1.35825 5.22765 0.01956
C 1.72399 3.89690 -0.15377
C 4.49248 1.40164 3.84608
Se -2.15499 2.04692 -5.43816
H -0.37206 -2.44843 4.04046
C -3.00013 -1.16518 -2.66674
H 1.89522 -0.99766 -1.04756
H 1.55843 5.94411 -0.76757
N -2.23820 -3.08579 3.30769
H -0.40389 -2.69709 0.75056
H 5.10315 -0.16737 5.17409
C -1.46200 -2.77642 0.99888
C 3.68031 1.75851 2.77931
C -0.96310 -1.48040 -3.71898
H -4.21872 -3.36360 2.66690
C 4.56370 0.12651 -2.80826
H -0.72390 -4.27199 2.45785
H -2.35600 -3.74179 4.07866
H 3.36958 -1.65083 -2.93523
C -1.65703 -3.81832 2.13061
Se 0.79982 1.65005 -2.74708
H -0.11934 -0.89957 2.27268
C 2.69785 -0.33780 -1.36550
H -4.59143 -2.48481 -3.16053
H -0.81592 -3.06702 -5.12178
H 5.61221 1.95675 -2.40614
C 0.55938 4.73060 2.22531
C 3.62214 -0.83893 3.77615

=====

Record 3
Below is 21 unconnected molecules or ions with the total composition C30H36BCl60FN2O2, with properties calculated with ωB97M-V/def2-TZVPD.

The HOMO-LUMO gap comes out at 10.33 eV. The calculation puts the largest force on an atom at 2.2 eV Å⁻¹. The multiplicity is 1. The calculation puts the LUMO energy at -0.3 eV. For the energy, the calculation gives -793508.6006 eV.

Cartesian coordinates (Å):
Cl -3.88924 5.75332 -4.18463
N 0.63919 -3.90128 -3.72137
H -5.27860 2.73586 5.53735
C 1.03349 0.14885 -0.66827
H 0.32891 0.88958 -1.03576
Cl 11.37882 0.02734 -5.72642
Cl -8.73340 3.55396 6.25305
C -9.93905 3.04072 7.44428
Cl -3.98385 3.43336 -2.44139
H 4.53577 -2.82967 0.15514
Cl -11.44013 3.93512 7.20052
Cl -2.46149 -4.34143 -7.94550
C -2.17025 -2.60561 -7.82195
C -5.06195 -0.12862 -2.92379
Cl -8.80852 -2.80944 1.98171
Cl -3.54974 -1.02590 -3.05858
C 2.46226 -3.35319 1.65274
Cl 5.93936 -7.70597 -0.97434
C -4.07456 7.26173 -7.83487
C 11.63795 0.28749 -7.45268
Cl -4.33126 5.52830 -8.03612
Cl 10.45094 -0.60518 -8.40402
Cl 2.48440 6.37465 10.10220
H 2.09618 -0.17352 -2.43446
H 3.30943 -3.08964 2.27767
Cl -7.72142 -2.22741 9.52923
Cl 5.73626 -6.68913 1.73493
Cl -1.08222 8.18444 5.11203
H 2.77359 -1.80940 -0.47297
C -0.57555 9.85547 5.35833
C -7.02990 -1.65852 8.00845
Cl -10.23647 1.30091 7.36870
C 3.18425 -2.27190 -2.41234
H -0.08213 -8.66156 0.51680
Cl -2.51249 7.74321 -8.49734
C -0.98093 2.65933 8.44314
H -5.01062 0.49174 -2.03852
H 9.72666 -1.78656 1.41575
H 1.98442 -2.44232 1.30373
Cl -1.92305 2.03901 7.08483
C 6.82243 -7.36033 0.51447
H 4.55335 -4.26899 -0.93940
H -1.52674 2.45401 9.35399
H 0.41721 9.97478 4.94665
Cl 7.99776 0.97585 -5.66066
Cl 11.76791 -2.92271 1.29965
Cl 1.81180 -0.86425 -10.29230
H 7.22404 -8.28987 0.89414
Cl -6.80880 -2.70965 4.08797
C -8.07841 -1.81731 3.24147
Cl -4.38489 7.85820 5.87195
Cl 3.36407 -0.15638 -7.64002
Cl 1.92085 4.22194 11.96932
Cl -4.22981 1.65263 3.74227
O -1.10059 -2.22919 -1.23916
H 1.76375 -3.89449 2.28631
Cl 0.68805 -0.43467 -12.93911
H -1.75746 -2.40154 -6.84232
C -3.40196 4.06969 -3.97703
H 1.04780 1.13405 -11.24039
O -0.49382 -3.47663 0.66978
Cl -1.64816 3.90795 -4.08896
C 6.24988 1.20722 -5.59007
H 11.51040 1.34171 -7.65716
H 0.53316 -0.35938 0.15744
Cl 9.31774 -3.74979 2.61817
Cl 5.58891 0.55673 -4.08845
Cl -5.28627 -1.94166 7.96886
C 2.95392 -4.27885 0.53376
Cl -0.23872 -8.69283 2.85181
Cl 2.12928 -8.31949 1.20875
Cl -0.75928 4.40549 8.31384
C 1.60574 0.28595 -11.61358
H -7.62545 -0.95269 2.77377
F 2.14516 0.82674 -0.22330
Cl 4.41653 4.23890 10.48476
H -3.84674 3.48790 -4.77419
Cl -1.65915 10.96554 4.51674
H -2.44404 1.84430 1.36909
C 1.27570 -3.26935 -1.24317
C 2.74383 -1.57975 -6.79563
Cl -1.89700 1.39178 -0.85412
C -5.57417 2.49569 4.52268
H -3.76758 6.50722 7.67859
H 0.58816 -0.99804 -2.45130
Cl 2.07859 -2.75749 -7.93489
Cl -4.53239 1.93051 0.29147
Cl -0.99910 -2.08046 -9.03113
Cl -5.93789 4.00311 3.68791
H 2.46918 -5.04798 -1.41047
H -4.07328 7.47964 -6.77541
C 10.00664 -2.82259 1.28363
Cl -9.29867 -1.24648 4.38183
Cl -5.29469 0.92972 -4.31666
Cl -5.38175 8.17870 -8.58497
Cl 13.27909 -0.16811 -7.91403
Cl -5.55995 5.34221 6.72358
Cl -0.03176 -6.39113 1.08843
H 1.20846 -5.21076 -0.22377
Cl 0.58145 1.84183 8.54039
H 5.06332 -4.41668 0.72237
C 0.38048 -8.09328 1.31225
H 3.08046 -5.25175 1.00548
C -2.90942 1.26863 0.57959
B -0.15950 -2.95721 -0.58213
Cl 9.36298 -3.36964 -0.26667
C 2.70348 4.65835 10.44883
H -9.56519 3.27221 8.43247
C 0.92709 -3.64413 -2.62267
Cl -6.42600 -1.23213 -2.74380
Cl -7.39598 0.04742 7.75235
Cl -2.80941 5.41326 5.83866
H -1.68891 -1.86251 -0.57016
Cl -0.50798 10.23714 7.08061
Cl -6.99331 1.46014 4.59141
Cl 1.52484 -1.11260 -5.61616
H 5.80159 0.66549 -6.41191
C 1.95661 -4.51582 -0.61213
Cl 5.84137 2.91667 -5.76407
H 3.56719 -2.04326 -6.26647
Cl -3.68397 -1.70769 -7.98018
C -4.08762 6.31257 6.66352
Cl 3.17294 0.86717 -12.18506
H 2.23317 4.09256 9.65494
N 4.01680 -2.53701 -3.18253
C 2.18437 -2.00906 -1.35616
Cl 8.15844 -6.25376 0.20662
C 1.42201 -0.75045 -1.80740
Cl -3.01259 -0.42052 1.10965
C 4.37687 -3.89932 0.06240
H -7.47973 -2.22095 7.20013
H -0.30179 -2.85922 1.37924

=====

Record 4
Below is a molecular structure, C30H36Br18F18O12, with properties calculated with ωB97M-V/def2-TZVPD.

The HOMO-LUMO gap comes out at 9.43 eV. The calculation puts the largest force on an atom at 5.3 eV Å⁻¹. The multiplicity is 1. The calculation puts the LUMO energy at -0.6 eV. Its energy relative to the best compared isomer or geometry (same formula, charge and spin) is 90.72 kcal per mole. For the energy, the calculation gives -1365939.6577 eV.

Cartesian coordinates (Å):
Br 0.66326 6.45263 5.30415
C -4.04354 -2.94764 3.02455
C -3.73166 -3.05852 4.54713
C -1.56264 -3.52777 -7.01263
H 1.31626 1.99415 -4.15196
Br 6.96934 2.47552 0.06544
H 3.94841 2.04506 1.63704
H -4.86511 0.08705 0.20661
F -0.42519 -5.36956 -0.17629
C -0.60590 -4.61475 -6.48243
H 3.40316 3.04888 2.99112
H -2.44074 -0.42693 8.32826
H 2.21614 -1.30159 3.51819
H -1.00773 -0.28677 9.21922
Br -2.16158 3.94574 5.07740
H 0.97428 2.33712 -6.50855
Br -0.27174 -0.94033 2.99158
H -4.52364 -6.33012 -2.79772
O -3.41838 -1.87992 2.40595
F 0.18904 0.03542 -4.60591
H 1.00275 2.61393 2.29191
C 3.11407 2.25046 2.30770
Br -4.12188 3.26386 2.59858
Br 6.52339 0.44701 -2.64186
H -2.58894 -4.46391 -4.20784
F -1.68795 0.59100 -5.64788
F -0.24423 -3.23712 -0.24027
O 0.49862 0.79396 7.21215
H -1.03753 -5.07526 -5.59377
F -2.87653 -2.21091 4.92208
C 3.31109 3.04784 -2.70747
H 2.39355 3.48213 -6.59072
C 2.70679 1.54882 6.47383
C -0.68606 -1.51514 -6.01686
C -1.36476 -0.32089 8.18992
O 2.84104 3.30225 -3.94627
F -1.95702 -4.21095 0.70045
C 1.29632 -1.87444 3.63604
F 5.27587 4.18553 -1.94335
Br 2.60769 6.03581 2.73981
Br 4.69652 -3.84586 -2.26826
H -1.28247 1.62096 7.87876
Br -3.30363 2.20320 -3.10019
H -1.53816 3.05139 2.73279
F 3.42350 4.48540 -0.71011
C -4.32025 -5.46369 -3.42704
O -0.59806 2.11885 0.38708
C -2.22257 3.84164 3.04130
C 0.16258 0.25816 -1.09696
H 1.89409 3.30443 0.96357
H 2.53880 4.88208 4.96080
C 2.15351 2.37804 -4.73483
F -0.09877 0.99901 -2.21875
Br 7.60062 -0.72757 0.08870
C -2.43649 3.82495 -2.23255
F 1.24029 -0.43349 -1.35671
O -2.56510 -3.15095 -1.91465
Br 1.65251 -3.50718 2.53464
C 2.47280 5.94967 4.75106
C 1.17340 1.71146 6.45829
F 3.73109 5.36002 -2.67704
C 3.95060 4.30274 -1.96100
H 0.33044 -4.15004 -6.17354
O -2.06350 -5.28439 -2.38903
F -4.78113 -2.89702 5.33068
F 3.24005 2.46990 7.28182
H -2.26661 3.56262 -1.18832
O -4.67739 -3.78221 2.35769
C 1.82131 2.42136 1.59838
C 3.45383 -2.49449 -3.00869
H 3.12600 1.40655 2.99746
O 0.64727 2.65170 5.82947
F -1.70523 -0.96341 -3.96915
F 3.14163 1.81684 5.23621
H -2.88873 -0.86210 0.77443
C 6.37988 0.63995 -0.63613
H 2.84404 1.58763 -5.02899
C 0.30093 1.32658 0.06546
C -1.93952 -4.12483 -1.63884
H -4.91939 -5.39175 -4.33476
H -5.89515 -0.79108 1.37853
H -4.71681 0.47956 1.86930
Br 4.26936 -1.72114 -4.66999
C -1.04167 -0.36667 -5.01659
F -3.31030 -4.29547 4.81173
C -1.13593 -4.25685 -0.30589
H -1.24721 -3.14154 -7.98186
O 1.57992 1.45354 0.59928
Br 1.27505 -2.14892 5.53771
Br 1.60427 -3.07714 -3.40807
H 3.40410 -1.65298 -2.31767
Br -3.63741 5.38226 -2.24694
Br -1.63513 5.61699 2.38345
C -0.86284 0.76204 7.35507
Br -0.60014 4.07653 -2.98963
F -0.92313 -0.51338 -0.79203
H 5.34500 0.42917 -0.36654
F 3.12627 0.33845 6.80805
H -2.58756 -3.84462 -7.20562
O 0.34831 -1.42654 -6.71855
C -3.74655 -1.42765 1.13826
H -1.02321 -1.25145 7.73659
O -1.63180 -2.50100 -6.03703
O 3.13917 1.93494 -2.10984
H -1.33612 0.78640 6.37349
H 0.89746 3.87222 -5.82606
H -4.60038 -4.59024 -2.83821
C -4.91054 -0.35883 1.20021
Br 3.84920 6.96851 5.68572
H -2.38399 -6.24028 -4.05115
H -3.91455 -2.26702 0.46348
H -0.48638 -5.42626 -7.20025
C -2.80925 -5.34280 -3.60194
C 1.60097 3.05351 -5.97738